1.
Below is a structure of composition C31H47NO3P2RuS at a distorted geometry, with properties calculated with wB97M-V/def2-TZVPD.

```
! RIJCOSX wB97M-V def2-TZVPD def2/J DEFGRID3
* xyz 1 6
Ru 0.493 -2.530 -1.391
C -0.643 2.380 -2.093
C -1.845 1.604 -2.107
C -2.063 3.212 -0.488
C -0.796 3.380 -1.097
C -2.685 2.072 -1.058
C 0.539 2.266 -2.964
H 0.505 1.378 -3.608
H 1.451 2.199 -2.346
H 0.630 3.164 -3.600
C 0.162 4.460 -0.812
H 1.191 4.113 -0.929
H 0.036 4.786 0.226
H 0.005 5.328 -1.474
C -2.627 4.117 0.526
H -2.793 5.129 0.122
H -1.935 4.189 1.378
H -3.583 3.743 0.900
C -3.984 1.497 -0.661
H -4.829 2.017 -1.145
H -4.120 1.596 0.424
H -4.058 0.438 -0.933
C -2.243 0.565 -3.085
H -3.007 1.002 -3.762
H -2.693 -0.307 -2.591
H -1.398 0.235 -3.696
C 2.192 -3.594 -0.539
C 2.054 -3.423 -1.999
C 1.617 -4.543 -2.904
C 0.154 -4.999 -2.689
C -0.662 -4.069 -1.843
C -0.480 -3.950 -0.411
C 0.282 -4.925 0.432
C 1.790 -4.889 0.173
H 2.285 -5.422 -2.842
H 0.094 -6.056 -2.327
H 1.681 -4.163 -3.935
H 2.086 -5.776 -0.420
H 3.203 -3.280 -0.206
H 2.768 -2.697 -2.407
H 2.307 -4.996 1.146
H 0.068 -4.654 1.486
H -1.350 -3.514 0.102
H -0.122 -5.954 0.361
H -0.368 -5.034 -3.675
H -1.697 -3.914 -2.148
P 1.712 -1.613 0.434
P -1.732 -0.768 1.332
C 1.040 -1.618 2.140
C -0.511 -1.827 2.329
H 1.371 -0.688 2.646
H 1.543 -2.442 2.666
H -0.754 -2.890 2.159
H -0.758 -1.544 3.376
C -2.787 -0.003 2.593
H -2.959 1.023 2.262
H -2.256 -0.011 3.542
H -3.719 -0.571 2.625
C -3.022 -1.943 0.672
H -3.165 -2.767 1.382
H -2.741 -2.322 -0.321
H -3.966 -1.386 0.547
C 3.144 -0.696 -0.145
H 2.834 0.367 -0.313
H 3.485 -1.121 -1.089
H 3.977 -0.672 0.568
C 0.761 -1.214 -3.000
H 0.061 -0.401 -2.705
H 0.343 -1.664 -3.916
H 1.766 -0.770 -3.207
O 2.402 2.160 -0.157
C 1.838 2.233 0.977
N 0.806 1.428 1.347
S 0.120 1.903 2.742
O -1.166 2.545 2.537
O 0.174 0.889 3.775
C 1.298 3.150 3.075
C 1.317 4.012 4.175
C 2.336 4.973 4.201
C 3.274 5.052 3.150
C 3.210 4.183 2.055
C 2.203 3.214 2.033
H 0.564 3.911 4.958
H 2.386 5.671 5.041
H 4.054 5.809 3.198
H 3.910 4.225 1.222
*
```

Results
Electronic energy (a.u.): -2665.1662
Energy above the lowest of the compared OMol25 structures with the same formula, charge and spin (kJ/mol): 425.4

2.
Below is a cluster of 3 separate species, C31H48BF5NO13P2S3 in total at a distorted geometry, with properties calculated with wB97M-V/def2-TZVPD.

```
! RIJCOSX wB97M-V def2-TZVPD def2/J DEFGRID3
* xyz 1 1
C -2.425 -1.121 4.713
C -1.871 -0.516 3.570
C -1.150 0.198 2.285
N -1.935 0.550 1.044
S -3.648 0.756 1.240
C -3.920 2.026 2.643
O -4.408 1.335 0.024
O -4.418 -0.570 1.618
C -1.070 0.687 -0.022
C -1.552 1.120 -1.564
C -1.802 -0.215 -2.479
C -3.360 -0.701 -2.609
C -3.360 -2.319 -3.033
C -4.197 -2.628 -4.411
C -4.259 -4.277 -4.677
C -5.619 -4.974 -4.055
C -5.454 -5.330 -2.449
C 0.496 0.358 0.473
B 1.503 -0.382 -0.636
O 2.449 -1.496 -0.268
C 1.606 0.066 -2.241
C 3.163 -0.243 -2.770
C 1.348 1.704 0.825
F 1.517 2.016 2.260
F 2.750 1.621 0.265
C 0.721 3.098 0.144
C 1.234 3.756 -1.267
C 0.508 5.139 -1.769
C -0.687 5.907 -0.912
C -1.170 5.267 0.519
C -2.310 5.934 1.513
F -3.660 6.009 0.909
F -1.822 7.316 1.843
F -2.408 5.224 2.841
C -0.481 3.866 1.017
C 0.073 -0.726 1.613
P -0.688 -2.140 0.576
C 0.385 -3.763 0.699
O -2.250 -2.657 1.206
P 1.143 -1.087 3.136
C 0.628 -2.787 3.941
O 2.841 -1.356 2.729
H -2.846 -1.859 5.548
H -0.875 1.252 2.712
H -4.868 2.719 2.424
H -4.078 1.406 3.624
H -2.949 2.677 2.769
H -0.630 1.707 -2.047
H -2.434 1.898 -1.565
H -1.136 -1.124 -2.095
H -1.411 0.021 -3.576
H -3.830 -0.108 -3.519
H -3.990 -0.641 -1.625
H -3.881 -2.970 -2.179
H -2.279 -2.748 -3.177
H -5.288 -2.202 -4.419
H -3.620 -2.195 -5.354
H -3.316 -4.819 -4.186
H -4.189 -4.544 -5.834
H -6.520 -4.238 -4.210
H -5.846 -6.011 -4.600
H -5.635 -4.318 -1.865
H -6.275 -6.081 -2.065
H -4.386 -5.738 -2.184
H 3.377 -1.129 -0.133
H 0.922 -0.613 -2.905
H 1.460 1.222 -2.409
H 3.466 -1.369 -2.668
H 3.917 0.520 -2.302
H 3.117 -0.026 -3.943
H 2.106 3.233 -1.862
H 0.843 5.646 -2.773
H -1.200 6.906 -1.280
H -0.812 3.369 2.051
H -0.164 -4.546 1.405
H 0.316 -4.238 -0.393
H 1.490 -3.552 1.024
H -2.956 -2.588 0.495
H -0.494 -3.009 3.637
H 0.763 -2.740 5.111
H 1.277 -3.619 3.431
H 3.345 -1.421 3.601
C 1.811 3.982 5.146
C 3.089 3.504 5.829
O 2.756 3.395 7.211
S 1.186 2.975 7.346
O 1.117 1.543 7.539
O 0.533 3.920 8.222
O 0.747 3.302 5.810
H 1.667 5.058 5.286
H 1.802 3.751 4.077
H 3.922 4.197 5.686
H 3.379 2.510 5.472
C 8.371 -1.989 -2.691
C 8.305 -0.588 -3.292
O 7.698 -0.757 -4.570
S 6.641 -1.997 -4.494
O 5.318 -1.451 -4.287
O 6.951 -2.928 -5.555
O 7.157 -2.629 -3.082
H 9.207 -2.559 -3.110
H 8.457 -1.968 -1.601
H 9.293 -0.131 -3.392
H 7.661 0.067 -2.696
*
```

Results
Electronic energy (a.u.): -4643.2162

3.
Below is a structure of composition C31H48BaNO2PS at a distorted geometry, with properties calculated with wB97M-V/def2-TZVPD.

```
! RIJCOSX wB97M-V def2-TZVPD def2/J DEFGRID3
* xyz 2 1
C -0.921 3.663 4.256
C -1.382 4.871 3.309
C -0.185 5.562 2.475
C -0.635 6.165 1.057
C 0.383 5.781 -0.161
C 0.388 4.176 -0.244
C 0.759 3.580 -1.710
C 1.886 2.452 -1.520
C 1.394 0.955 -1.779
C 2.170 0.161 -2.895
C 1.857 -1.331 -3.253
P 2.891 -2.108 -4.630
C 1.634 -2.833 -5.892
O 3.819 -3.444 -4.091
C 0.726 -2.012 -2.435
C 0.357 -3.561 -2.684
C 0.940 -4.358 -1.371
C 2.228 -5.264 -1.686
C 3.438 -5.047 -0.614
C 4.425 -3.846 -1.001
C 5.536 -3.525 0.130
C 6.752 -4.605 -0.042
C -0.073 -1.194 -1.352
C 0.214 0.274 -0.989
N -0.458 1.137 -0.010
C -1.547 0.550 0.743
C -2.276 1.544 1.753
C -3.489 1.105 2.606
C -4.086 -0.382 2.514
C -5.398 -0.722 3.429
C -6.789 -0.331 2.679
C -6.748 1.102 1.972
O -7.990 1.485 1.339
C -3.360 -1.386 1.524
C -2.128 -0.897 0.666
S -1.408 -2.119 -0.483
H -0.173 3.986 5.067
H -0.461 2.770 3.710
H -1.836 3.249 4.833
H -1.812 5.688 4.008
H -2.266 4.559 2.631
H 0.668 4.804 2.430
H 0.192 6.435 3.130
H -0.862 7.281 1.100
H -1.628 5.631 0.782
H 1.427 6.093 0.232
H 0.119 6.315 -1.131
H -0.663 3.835 0.114
H 1.108 3.811 0.581
H -0.235 3.182 -2.138
H 1.090 4.478 -2.344
H 2.397 2.457 -0.491
H 2.729 2.701 -2.273
H 3.003 0.683 -3.468
H 1.820 -2.463 -6.952
H 1.675 -3.988 -5.831
H 0.582 -2.562 -5.493
H 4.752 -3.115 -4.124
H 0.891 -4.016 -3.581
H -0.778 -3.668 -2.692
H 0.087 -5.011 -0.986
H 1.180 -3.615 -0.517
H 2.589 -5.213 -2.769
H 1.898 -6.362 -1.522
H 4.065 -6.018 -0.693
H 3.065 -5.005 0.468
H 5.023 -4.197 -1.926
H 3.830 -2.892 -1.209
H 6.027 -2.501 -0.088
H 5.104 -3.512 1.185
H 7.745 -4.068 -0.290
H 6.943 -5.165 0.948
H 6.564 -5.338 -0.902
H -0.896 1.901 -0.572
H -1.897 2.632 1.823
H -3.989 1.845 3.311
H -5.436 -1.808 3.801
H -5.336 -0.036 4.363
H -7.127 -1.131 1.935
H -7.612 -0.273 3.489
H -5.921 1.129 1.161
H -6.480 1.942 2.723
H -7.788 2.291 0.806
H -3.760 -2.462 1.413
Ba -2.541 -0.879 4.338
*
```

Results
Electronic energy (a.u.): -2179.3013

4.
Below is a structure of composition C31H48BrMnN2O6S3Si, with properties calculated with wB97M-V/def2-TZVPD.

```
! RIJCOSX wB97M-V def2-TZVPD def2/J DEFGRID3
* xyz -1 6
Mn 1.162 -0.235 -0.990
C 2.532 2.955 2.120
C 1.820 2.386 0.900
C 0.357 2.908 0.875
C 2.605 2.759 -0.350
O 1.805 0.950 0.944
Si 1.456 -0.094 2.218
S 1.211 -1.934 1.428
O 2.567 0.128 3.421
C 3.868 -0.453 3.606
C 4.624 -0.504 2.287
C 3.702 -1.851 4.193
C 4.576 0.459 4.600
O 0.112 0.670 2.862
C -0.424 0.655 4.189
C 0.307 1.697 5.032
C -1.891 1.043 4.052
C -0.283 -0.728 4.815
H 2.549 4.046 2.051
H 3.561 2.597 2.162
H 2.027 2.671 3.042
H 0.302 3.791 0.238
H 0.060 3.189 1.890
H -0.690 1.308 1.051
H 2.565 3.837 -0.517
H 2.221 2.269 -1.243
H 3.644 2.446 -0.244
H 4.138 -1.170 1.575
H 5.647 -0.853 2.451
H 4.666 0.486 1.830
H 3.097 -2.464 3.526
H 3.211 -1.795 5.168
H 4.677 -2.327 4.323
H 4.705 1.456 4.174
H 5.559 0.061 4.859
H 3.983 0.547 5.513
H 0.146 2.695 4.619
H 1.376 1.489 5.038
H -0.065 1.687 6.060
H -1.973 2.014 3.559
H -2.369 1.108 5.032
H -2.426 0.308 3.450
H 0.768 -0.983 4.955
H -0.726 -1.490 4.174
H -0.778 -0.749 5.789
O -0.557 1.967 0.352
S -0.322 2.381 -2.643
O 0.102 3.188 -3.827
N 0.162 0.817 -2.700
C -0.132 0.055 -3.814
C -0.770 0.490 -4.968
C -1.039 -0.381 -6.040
C -0.666 -1.696 -6.027
C 0.011 -2.191 -4.888
C 0.465 -3.526 -4.785
C 1.104 -3.954 -3.658
C 1.293 -3.035 -2.606
N 0.880 -1.797 -2.677
C 0.260 -1.337 -3.791
C -2.122 2.232 -2.880
C -2.855 1.284 -2.180
C -4.233 1.240 -2.331
C -4.879 2.143 -3.168
C -4.140 3.096 -3.852
C -2.759 3.145 -3.705
H -1.023 1.532 -5.075
H -1.544 0.026 -6.908
H -0.859 -2.353 -6.866
H 0.294 -4.199 -5.619
H 1.468 -4.968 -3.560
H 1.805 -3.317 -1.692
H -2.333 0.593 -1.532
H -4.813 0.498 -1.792
H -5.956 2.105 -3.282
H -4.638 3.803 -4.506
H -2.156 3.869 -4.240
Br 3.585 -0.590 -1.485
C -2.665 -2.228 1.716
C -3.142 -2.080 0.285
S -1.769 -2.255 -0.867
O -0.981 -0.986 -0.751
C -2.723 -2.095 -2.408
C -2.830 -3.424 -3.135
H -3.461 -1.944 2.406
H -1.792 -1.598 1.890
H -2.368 -3.255 1.930
H -3.575 -1.094 0.090
H -3.870 -2.847 0.001
H -2.159 -1.357 -2.981
H -3.701 -1.666 -2.183
H -1.842 -3.799 -3.399
H -3.404 -3.301 -4.054
H -3.330 -4.179 -2.523
*
```

Results
Electronic energy (a.u.): -6980.4629

5.
Below is a cluster of 3 separate species, C31H48F3N4O9 in total at a distorted geometry, with properties calculated with wB97M-V/def2-TZVPD.

```
! RIJCOSX wB97M-V def2-TZVPD def2/J DEFGRID3
* xyz 1 1
C 1.156 -5.966 3.759
O -0.120 -5.674 3.219
C -0.331 -4.299 2.975
C 0.108 -3.949 1.527
C -1.046 -3.871 0.520
C -1.820 -2.532 0.490
C -0.974 -1.246 0.468
C -1.886 0.003 0.832
C -1.022 1.166 0.219
C -0.778 2.158 1.376
C -0.472 3.600 0.915
O -1.005 4.029 -0.083
N 0.399 4.484 1.663
C 1.624 3.799 2.133
C -0.338 4.855 2.907
N 0.140 0.585 -0.541
C 1.402 0.667 0.263
C 0.411 1.538 -1.682
C 1.624 1.196 -2.582
C 2.680 2.307 -2.641
O 3.027 2.776 -3.706
N 3.256 2.734 -1.381
C 4.548 2.107 -1.127
C 5.613 2.147 -2.000
C 6.802 1.560 -1.654
C 6.958 0.932 -0.444
C 5.891 0.859 0.421
C 4.703 1.447 0.069
C -0.317 -0.831 -0.878
N 0.726 -1.852 -1.012
C -1.137 -1.057 -2.159
C -2.458 -0.309 -2.324
F -0.379 -0.847 -3.304
H 1.875 -5.142 3.677
H 1.028 -6.244 4.813
H 1.611 -6.831 3.264
H -1.362 -3.991 3.181
H 0.302 -3.708 3.656
H 0.751 -3.059 1.570
H 0.759 -4.767 1.199
H -0.760 -4.120 -0.502
H -1.773 -4.633 0.829
H -2.487 -2.491 -0.379
H -2.470 -2.466 1.371
H -0.271 -1.231 1.304
H -2.908 -0.074 0.470
H -1.836 0.009 1.922
H -1.683 1.721 -0.450
H -1.734 2.239 1.904
H -0.081 1.804 2.141
H 2.225 3.383 1.320
H 2.243 4.561 2.614
H 1.380 3.072 2.924
H 0.370 5.167 3.678
H -0.898 4.011 3.340
H -1.020 5.693 2.753
H 1.221 0.320 1.285
H 2.186 0.036 -0.144
H 1.704 1.706 0.351
H 0.567 2.555 -1.318
H -0.459 1.605 -2.336
H 2.146 0.268 -2.326
H 1.267 1.063 -3.604
H 3.445 3.731 -1.491
H 5.473 2.652 -2.952
H 7.632 1.633 -2.348
H 7.931 0.509 -0.217
H 6.008 0.340 1.367
H 3.893 1.368 0.788
H 1.349 -1.666 -1.790
H 1.227 -1.996 -0.145
H -1.388 -2.119 -2.152
H -2.378 0.781 -2.324
H -3.191 -0.589 -1.565
H -2.869 -0.596 -3.296
C -2.133 -7.372 -3.478
C -1.489 -7.396 -2.116
O -1.948 -6.186 -1.537
C -3.161 -5.920 -2.106
O -3.941 -5.137 -1.676
O -3.351 -6.667 -3.219
F -0.137 -7.357 -2.203
H -1.538 -6.815 -4.205
H -2.330 -8.366 -3.870
H -1.788 -8.237 -1.488
C -3.940 5.793 0.006
C -4.430 5.581 1.407
O -4.709 6.892 1.840
C -5.054 7.606 0.715
O -5.597 8.652 0.728
O -4.682 6.937 -0.413
F -3.438 5.037 2.168
H -2.872 6.015 -0.028
H -4.144 4.942 -0.641
H -5.330 4.970 1.494
*
```

Results
Electronic energy (a.u.): -2405.5387
Energy above the lowest of the compared OMol25 structures with the same formula, charge and spin (kJ/mol): 0.0